# 1
C7H11N3O3 | wB97M-V/def2-TZVPD

```
24
Properties=species:S:1:pos:R:3
O 2.45 0.81 0.75
C 1.74 1.01 -0.19
C 0.80 0.08 -0.78
C -0.09 0.47 -1.74
N -0.05 1.71 -2.29
C 0.70 2.73 -1.68
O 0.40 3.90 -1.93
N 1.58 2.29 -0.69
H 0.72 -0.97 -0.45
H -0.71 -0.34 -2.10
H -0.81 2.04 -2.93
H 1.87 3.03 -0.06
C -2.00 -0.23 0.48
N -1.18 -1.36 0.76
C -0.06 -1.33 1.49
C 0.49 -2.69 1.90
O 0.41 -0.31 1.89
H -1.63 0.70 1.06
H -1.89 -0.04 -0.62
H -3.04 -0.36 0.89
H -1.62 -2.20 0.28
H -0.18 -3.53 1.53
H 0.56 -2.72 2.98
H 1.53 -2.71 1.43
```

Summary:
Largest force on an atom (eV Å⁻¹): 4.17
E_HOMO (eV): -9.100
Multiplicity: 1
Energy above the lowest of the compared OMol25 structures with the same formula, charge and spin (eV): 0.808
E (Ha): -663.32936
Structure (SMILES): O=c1cc[nH]c(=O)[nH]1.CNC(C)=O
LUMO level (eV): 0.3834

Atom charges from the Mulliken analysis, given in e for atoms 1 to 4: -0.576 0.302 -0.086 -0.556

# 2
C7H11N3O3 | wB97M-V/def2-TZVPD

```
24
Properties=species:S:1:pos:R:3
C -2.76 0.52 -0.60
C -2.25 -0.76 -0.83
C -1.92 1.47 0.01
C -1.01 -1.14 -0.47
C -0.59 1.11 0.43
C -0.11 -0.26 0.22
C 2.34 0.25 -0.58
N 0.05 1.99 1.25
N 1.40 -2.02 0.56
N 1.02 -0.69 0.78
O 1.68 0.86 -1.61
O 2.78 1.15 0.31
O 3.07 -0.84 -0.85
H -3.76 0.69 -0.84
H -2.79 -1.35 -1.51
H -2.13 2.51 0.19
H -0.67 -2.08 -0.97
H -0.27 2.91 1.33
H 1.06 1.97 1.52
H 0.86 -2.58 -0.13
H 1.68 -2.58 1.39
H 1.17 1.61 -1.46
H 3.18 0.67 1.04
H 2.34 -1.56 -0.62
```

Summary:
Largest force on an atom (eV Å⁻¹): 4.36
E_HOMO (eV): -6.666
Multiplicity: 1
Energy above the lowest of the compared OMol25 structures with the same formula, charge and spin (eV): 3.895
E (Ha): -663.21593
LUMO level (eV): 0.6476

Atom charges from the Mulliken analysis, given in e for atoms 1 to 4: -0.728 -0.881 -0.700 -0.659

# 3
C7H11N3O3S2 | wB97M-V/def2-TZVPD

```
26
Properties=species:S:1:pos:R:3
C 0.94 -0.12 -1.57
C 0.71 -1.15 -0.81
C 1.25 -1.10 0.52
C 2.07 1.19 0.14
C -2.16 -0.81 -0.68
C -0.18 -2.30 -1.23
C -1.47 -2.13 -0.47
N 1.54 1.08 -1.14
N 1.83 0.13 0.93
N -1.15 3.81 1.50
O 1.25 -2.02 1.30
O 2.74 2.15 0.55
O 1.72 -0.33 3.54
S -0.43 2.40 1.31
S 1.99 0.69 2.56
H 0.39 0.17 -2.47
H -1.49 0.11 -0.48
H -3.05 -0.83 -0.01
H -2.33 -0.61 -1.75
H 0.22 -3.36 -0.96
H -0.22 -1.96 -2.24
H -1.38 -2.32 0.68
H -2.01 -2.91 -0.87
H 1.70 1.86 -1.78
H -0.58 4.60 1.32
H -1.92 3.77 2.12
```

Summary:
Largest force on an atom (eV Å⁻¹): 4.09
E_HOMO (alpha / beta) (eV): -8.427 / -8.209
Multiplicity: 1
Energy above the lowest of the compared OMol25 structures with the same formula, charge and spin (eV): 0.957
E (Ha): -1459.60174
LUMO level (alpha / beta) (eV): -0.6778 / -0.7564

Atom charges from the Mulliken analysis, given in e for atoms 1 to 4: -0.146 0.190 0.429 0.049

# 4
C7H11NO | wB97M-V/def2-TZVPD

```
20
Properties=species:S:1:pos:R:3
N -0.06 1.79 -0.33
C -0.99 2.49 -0.70
C -1.88 3.37 -1.14
C -1.99 4.79 -0.64
C -1.00 5.54 -1.49
C 0.13 6.07 -1.01
C 1.12 7.14 -1.18
C 0.73 6.65 0.21
H 0.94 2.10 -0.64
H -2.60 3.01 -1.88
H -3.01 5.16 -0.80
H -1.71 4.84 0.42
H -1.27 5.72 -2.53
H 2.11 6.87 -1.56
H 0.78 8.14 -1.48
H 0.12 7.32 0.83
H 1.45 6.04 0.76
O 2.38 3.56 -1.00
H 1.98 4.52 -1.10
H 2.78 3.53 -0.13
```

Summary:
Largest force on an atom (eV Å⁻¹): 3.11
E_HOMO (eV): -8.173
Multiplicity: 1
Energy above the lowest of the compared OMol25 structures with the same formula, charge and spin (eV): 4.020
E (Ha): -403.18621
Structure (SMILES): N=C=CCC=C1CC1.O
LUMO level (eV): 0.6940

Atom charges from the Mulliken analysis, given in e for atoms 1 to 4: -0.649 0.481 -0.696 -0.371

# 5
C7H11NO | wB97M-V/def2-TZVPD

```
20
Properties=species:S:1:pos:R:3
H -2.06 0.73 0.92
N -2.13 0.02 0.19
C -1.07 -0.57 -0.12
C -1.05 -1.61 -1.19
C 0.28 -0.69 0.84
C 0.99 -1.73 1.23
C 0.56 0.71 1.05
O 0.47 1.04 2.38
C 0.47 1.66 0.08
C 0.72 1.45 -1.38
H -1.31 -2.58 -0.76
H -1.81 -1.37 -1.94
H -0.06 -1.70 -1.64
H 0.73 -2.73 0.92
H 1.89 -1.59 1.82
H 0.61 1.99 2.48
H 0.40 2.69 0.40
H -0.14 1.80 -1.96
H 0.93 0.41 -1.61
H 1.57 2.06 -1.70
```

Summary:
Largest force on an atom (eV Å⁻¹): 4.10
E_HOMO (eV): -8.280
Multiplicity: 1
Energy above the lowest of the compared OMol25 structures with the same formula, charge and spin (eV): 2.792
E (Ha): -403.23134
Structure (SMILES): [H]/N=C(/C)C(=C)/C(O)=C\C
LUMO level (eV): 0.8171

Atom charges from the Mulliken analysis, given in e for atoms 1 to 4: 0.268 -0.702 0.708 -1.436

# 6
C7H11NO | wB97M-V/def2-TZVPD

```
20
Properties=species:S:1:pos:R:3
C 1.89 1.76 0.13
C 1.29 0.90 -0.67
C 0.55 -0.42 0.00
C 1.81 -1.17 0.63
N -0.12 -1.33 -0.95
C -1.35 -1.32 -0.65
C -1.66 -0.41 0.54
C -2.33 0.84 -0.15
O -0.40 -0.17 1.05
H 2.48 2.54 -0.35
H 1.89 1.49 1.16
H 1.50 0.82 -1.73
H 1.29 -1.96 1.27
H 2.45 -0.52 1.14
H 2.31 -1.72 -0.14
H -1.98 -1.80 -1.37
H -2.33 -0.82 1.18
H -2.17 1.70 0.45
H -3.34 0.54 -0.53
H -1.79 1.04 -1.03
```

Summary:
Largest force on an atom (eV Å⁻¹): 4.38
E_HOMO (eV): -9.382
Multiplicity: 1
Energy above the lowest of the compared OMol25 structures with the same formula, charge and spin (eV): 2.790
E (Ha): -403.23142
Structure (SMILES): C=C[C@]1(C)N=C[C@H](C)O1
LUMO level (eV): 1.0630

Atom charges from the Mulliken analysis, given in e for atoms 1 to 4: -0.783 -0.492 1.070 -1.378

# 7
C7H11NO | wB97M-V/def2-TZVPD

```
20
Properties=species:S:1:pos:R:3
C 2.92 -0.41 0.04
C 0.54 -0.31 -0.70
C -0.68 0.61 -0.98
C -0.60 1.60 0.01
C -0.81 0.38 1.05
C -1.80 -0.14 -0.10
C 0.56 -0.31 0.81
H 3.87 -0.20 -0.75
H 2.82 -1.58 -0.37
H 3.37 -0.30 1.12
H 0.82 -1.12 -1.49
H -0.49 1.18 -1.95
H 0.35 2.23 0.26
H -1.53 2.17 0.29
H -1.12 0.68 2.12
H -2.72 0.58 -0.11
H -2.39 -1.60 0.68
H 0.68 -1.24 1.66
N 1.72 0.32 -0.09
O -2.05 -1.44 -0.20
```

Summary:
Largest force on an atom (eV Å⁻¹): 7.71
E_HOMO (eV): -8.321
Multiplicity: 1
Energy above the lowest of the compared OMol25 structures with the same formula, charge and spin (eV): 6.879
E (Ha): -403.08118
LUMO level (eV): 0.7524

Atom charges from the Mulliken analysis, given in e for atoms 1 to 4: -0.735 0.119 -0.472 -0.660

# 8
C7H11NO | wB97M-V/def2-TZVPD

```
20
Properties=species:S:1:pos:R:3
C 1.66 1.18 -1.96
C 0.62 0.85 -0.95
N 0.90 0.80 0.33
C 0.07 0.08 1.14
C 0.60 -0.31 2.47
C -1.07 -0.43 0.52
C -1.03 -1.80 -0.04
C -1.64 0.60 -0.43
O -0.64 1.03 -1.39
H 1.88 2.25 -1.99
H 2.58 0.67 -1.70
H 1.28 0.90 -2.94
H 0.10 0.29 3.24
H 0.39 -1.36 2.69
H 1.67 -0.13 2.54
H -0.58 -2.52 0.65
H -2.02 -2.16 -0.34
H -0.34 -1.68 -0.94
H -2.47 0.22 -1.02
H -1.97 1.49 0.12
```

Summary:
Largest force on an atom (eV Å⁻¹): 3.19
E_HOMO (alpha / beta) (eV): -7.287 / -7.286
Multiplicity: 1
Energy above the lowest of the compared OMol25 structures with the same formula, charge and spin (eV): 2.769
E (Ha): -403.23219
Structure (SMILES): CC1=NC(C)=C(C)CO1
LUMO level (alpha / beta) (eV): 0.4378 / 0.4375

Atom charges from the Mulliken analysis, given in e for atoms 1 to 4: -1.188 0.747 -0.524 0.707

# 9
C7H11NO | wB97M-V/def2-TZVPD

```
20
Properties=species:S:1:pos:R:3
C -1.07 0.82 0.23
C 2.36 -1.09 0.09
C -0.65 2.03 0.45
C -1.52 -0.36 -0.01
C -1.61 -0.90 -1.46
C -2.02 -1.36 0.99
C 3.03 1.32 -0.04
N 2.84 -0.06 -0.25
O 2.02 -2.19 0.31
H -1.45 2.75 0.45
H 0.32 2.22 0.70
H -2.32 -0.38 -1.93
H -1.92 -1.88 -1.30
H -0.79 -0.98 -2.07
H -1.96 -1.16 2.06
H -1.53 -2.39 0.90
H -3.17 -1.33 0.93
H 2.53 1.75 -0.86
H 2.77 1.52 1.04
H 4.12 1.69 -0.24
```

Summary:
Largest force on an atom (eV Å⁻¹): 11.66
E_HOMO (alpha / beta) (eV): -4.260 / -9.610
Multiplicity: 3
<S²>: 2.010
Energy above the lowest of the compared OMol25 structures with the same formula, charge and spin (eV): 2.868
E (Ha): -403.02486
LUMO level (alpha / beta) (eV): 0.7310 / -1.7848

Atom charges from the Mulliken analysis, given in e for atoms 1 to 4: 0.046 0.530 -0.919 0.837

# 10
C7H11NO2 | wB97M-V/def2-TZVPD

```
21
Properties=species:S:1:pos:R:3
C 0.07 -0.80 -1.67
C 0.86 2.10 -0.54
C -1.40 0.17 0.17
C 1.11 0.73 0.01
C -0.40 -1.15 -0.28
N -1.91 0.10 1.45
C 1.18 -0.46 -0.75
C -0.30 -2.20 0.58
O 1.97 0.71 1.07
O -2.02 0.80 -0.67
H 1.54 0.66 1.93
H -1.53 -0.54 2.11
H -2.91 0.21 1.52
H -0.42 0.03 -2.15
H 0.22 -1.69 -2.28
H 2.06 -1.09 -0.73
H 0.16 2.63 0.11
H 0.46 2.09 -1.55
H 1.79 2.68 -0.52
H -1.15 -2.59 1.11
H 0.64 -2.41 1.08
```

Summary:
Largest force on an atom (eV Å⁻¹): 2.78
E_HOMO (alpha / beta) (eV): -7.163 / -6.981
Multiplicity: 1
Energy above the lowest of the compared OMol25 structures with the same formula, charge and spin (eV): 5.622
E (Ha): -478.39018
LUMO level (alpha / beta) (eV): 0.3284 / 0.0605

Atom charges from the Mulliken analysis, given in e for atoms 1 to 4: -0.607 -1.222 0.290 0.417

> Which value of E does entry 1 give?

-663.32936 Ha